(1)
ORCA calculation (ωB97M-V/def2-TZVPD) on a molecular structure, C38H29N2OS7V.

Structure (XYZ):
```
78
Properties=species:S:1:pos:R:3:forces:R:3
V -0.588516 -0.310777 -0.160499 -0.45 -0.31 -0.11
S -0.294343 -2.524624 0.753765 0.20 -0.07 -0.03
C 1.047701 -3.138334 -0.181952 -0.06 -0.01 0.05
C 1.306191 -4.519806 -0.193082 0.01 -0.02 0.00
C 2.351810 -5.061671 -0.914318 -0.01 0.01 0.00
C 3.203372 -4.247757 -1.658226 -0.01 0.03 0.00
C 2.984916 -2.880943 -1.651107 0.02 -0.06 -0.02
C 1.915528 -2.342549 -0.944488 0.06 0.07 0.05
S 1.729443 -0.582008 -0.863982 -0.03 0.14 0.03
C 1.496908 -0.051568 -2.593305 0.08 -0.02 -0.03
C 0.258681 0.793551 -2.802923 0.03 -0.03 -0.01
C 0.037535 1.360615 -4.020297 0.05 -0.03 0.05
C -1.200708 2.061569 -4.204646 -0.06 0.03 -0.02
C -2.146789 2.090998 -3.253634 -0.05 0.03 -0.02
C -1.946817 1.370750 -1.970706 0.03 -0.05 0.08
C -2.428241 1.997465 -0.633598 -0.10 -0.12 -0.10
S -3.391832 0.135137 1.280356 0.08 0.03 0.03
C -2.721498 1.323106 2.411889 -0.05 0.01 0.05
C -3.688132 1.885435 3.254055 0.01 0.02 0.00
C -3.353394 2.771709 4.258124 0.01 0.00 0.00
C -2.021240 3.142224 4.403532 0.00 -0.01 0.00
C -1.064044 2.613313 3.562399 -0.02 0.02 0.02
C -1.366115 1.679400 2.556494 0.03 0.00 -0.12
S 0.025016 1.095186 1.647072 -0.02 -0.11 0.19
N -0.588000 0.890229 -1.757077 0.00 0.10 -0.15
H 0.647373 -5.161608 0.377926 0.00 0.00 0.00
H 2.506700 -6.134106 -0.899128 0.00 0.00 0.00
H 4.024512 -4.670202 -2.222764 0.00 0.00 0.00
H 3.647478 -2.215007 -2.193840 0.00 -0.01 0.00
H 1.422299 -0.958566 -3.193488 -0.04 -0.01 0.01
H 2.388372 0.497495 -2.896820 -0.01 -0.04 -0.05
H 0.758988 1.264663 -4.819221 0.01 -0.01 0.01
H -1.376641 2.582685 -5.139976 -0.01 0.00 0.01
H -3.073105 2.626039 -3.412392 0.01 0.01 0.00
H -4.234956 2.462932 0.325174 -0.01 0.01 -0.01
H -1.694646 2.598509 -0.096177 0.00 0.03 0.00
H -4.725071 1.614092 3.094513 0.00 0.00 0.00
H -4.121147 3.183575 4.900078 0.00 0.00 0.00
H -1.728655 3.850072 5.169587 0.00 0.00 0.00
H -0.026284 2.901850 3.675004 0.00 0.01 0.00
S -2.220129 -1.515562 -1.790949 0.10 0.12 0.15
C -2.858003 0.099797 -1.526953 0.11 0.17 0.04
N -2.511329 0.598554 -0.125419 0.04 0.11 -0.11
C -3.810190 2.659185 -0.679787 0.06 0.02 0.03
C -3.745154 4.145442 -0.841912 -0.01 0.03 0.00
C -4.686586 4.830628 -1.529208 0.02 -0.01 0.02
C -5.717557 4.154627 -2.234127 -0.01 0.01 0.00
C -5.685853 2.756399 -2.331571 -0.01 -0.02 0.00
C -4.747377 2.014367 -1.666592 -0.02 0.01 -0.01
S -4.611211 0.291786 -1.918886 -0.05 -0.04 -0.02
H -2.947184 4.664672 -0.323523 0.01 -0.01 0.00
H -4.640816 5.912653 -1.568650 0.00 0.00 0.00
H -6.464178 4.718183 -2.776640 0.00 0.00 0.00
H -6.375547 2.252248 -2.999664 0.00 -0.01 0.00
O 2.605419 -1.440354 2.477476 0.04 -0.06 0.00
S 4.073819 -1.344142 2.329357 0.15 0.11 0.00
C 4.658445 -0.426848 3.769436 -0.09 -0.05 0.09
C 6.010219 -0.186183 3.966959 0.01 -0.02 -0.02
C 6.414237 0.521420 5.086795 -0.01 0.01 0.02
C 5.468780 0.975979 6.000424 0.02 -0.01 -0.01
C 4.121615 0.721112 5.793915 -0.04 0.00 0.00
C 3.706820 0.010496 4.673869 0.04 0.01 -0.02
C 4.405126 -0.010822 1.172109 -0.10 0.05 -0.01
C 5.277356 -0.222626 0.121381 -0.03 0.01 -0.07
C 5.429136 0.771572 -0.841222 0.02 -0.02 0.03
C 4.707508 1.950627 -0.737147 0.02 0.01 -0.01
C 3.830559 2.149726 0.325550 -0.02 -0.02 -0.04
C 3.672750 1.164951 1.282056 -0.01 -0.03 0.03
H 6.738419 -0.538207 3.244789 0.00 0.00 0.00
H 7.465824 0.721132 5.249220 0.00 0.00 0.00
H 5.787677 1.528318 6.875239 0.00 0.00 0.00
H 3.386194 1.075487 6.505082 0.00 0.00 0.00
H 2.662892 -0.204236 4.474993 0.00 -0.01 0.01
H 5.802015 -1.166681 0.032393 0.01 0.00 0.01
H 6.098402 0.615562 -1.678073 0.00 0.00 0.00
H 4.814569 2.715861 -1.496134 0.00 0.00 0.00
H 3.242684 3.056552 0.387792 0.00 -0.01 -0.01
H 2.941263 1.274640 2.075283 0.03 0.00 -0.02
```
Positions in Å, forces in eV/Å.

## Properties
multiplicity: 4
max |F|: 0.56 eV/Å
charge: -1
<S²>: 3.82



(2)
ORCA calculation (ωB97M-V/def2-TZVPD) on a molecular structure, C38H30IrN10O4S4Se at a distorted geometry.

Structure (XYZ):
```
88
Properties=species:S:1:pos:R:3:forces:R:3
Ir 0.218147 1.620980 1.209565 -0.62 -0.08 0.99
C -0.255853 1.093680 6.121065 -0.71 -0.43 0.08
N 0.852147 1.790180 5.533165 0.39 0.40 -0.95
C 2.118947 1.880080 6.029965 0.82 0.44 -0.01
C 2.875947 2.541680 5.125765 0.05 -0.23 0.59
N 2.060647 2.860380 4.057265 -0.62 -0.69 0.67
C 0.812847 2.367180 4.316965 0.13 0.16 0.34
S -0.597753 2.570480 3.436665 -0.40 -0.04 -0.89
C 2.518747 3.545280 2.926965 0.29 0.52 -0.55
C 3.411247 4.602880 3.107065 -0.17 -0.24 -0.08
C 3.961147 5.200280 1.989265 -0.14 -0.23 -0.13
C 3.608847 4.718680 0.735365 0.08 0.00 0.14
C 2.691947 3.687080 0.659165 0.22 0.23 -0.13
N 2.131447 3.131880 1.726265 -0.13 0.06 0.31
H 0.030047 0.729780 7.104265 0.03 0.10 0.01
H -0.506853 0.250980 5.471765 0.04 0.09 0.15
H -1.118853 1.755380 6.187265 0.07 0.03 0.14
H 2.384147 1.480580 6.986865 0.07 -0.15 0.09
H 3.924347 2.754680 5.107165 0.13 -0.02 0.05
H 3.648547 4.940280 4.102665 0.04 0.01 0.10
H 4.663347 6.013880 2.092865 0.01 0.07 0.02
H 4.034047 5.139280 -0.161335 0.02 -0.01 -0.10
H 2.389247 3.268580 -0.288735 -0.02 0.05 -0.11
S -2.323253 1.395080 0.526065 0.12 0.36 -0.42
C -2.561853 2.604480 -0.666535 0.12 -0.41 0.62
C -3.610253 2.449180 -1.583235 -0.33 0.25 -0.46
C -3.883453 3.413980 -2.534035 0.53 -0.13 0.71
C -4.899653 3.209380 -3.491235 -0.48 -0.15 -0.40
N -5.708253 3.032480 -4.285035 -0.21 -0.05 -0.18
C -3.132153 4.619580 -2.546835 0.49 -0.65 0.96
C -2.092053 4.777480 -1.650535 -0.42 0.18 -0.54
C -1.756153 3.771880 -0.739235 0.69 -0.07 0.52
S -0.371953 4.018580 0.241365 -0.13 -0.26 -0.02
C -3.437953 5.660180 -3.450635 -0.09 0.41 -0.44
N -3.659453 6.517780 -4.179135 -0.05 0.19 -0.18
H -4.203753 1.549180 -1.529835 -0.09 -0.04 -0.10
H -1.508553 5.684680 -1.649335 0.02 0.11 -0.07
N -0.206153 3.058980 -9.661035 0.01 0.17 -0.44
C -0.223153 2.777780 -8.551135 -0.05 0.19 -0.40
C -0.228953 2.376880 -7.194835 -0.04 -0.29 0.78
C 0.024347 1.036880 -6.901935 -0.08 0.20 0.04
C 0.051247 0.615080 -5.590535 -0.03 0.07 0.24
C -0.184453 1.520780 -4.559335 0.01 0.28 -0.85
C -0.463453 2.853880 -4.853235 0.04 -0.17 0.12
C -0.484153 3.283980 -6.166335 0.09 -0.17 -0.12
N -0.122853 1.083380 -3.227935 0.09 -0.03 0.53
C -0.519353 -0.135620 -2.737935 -0.13 -0.39 0.24
C -0.231953 -0.132120 -1.409335 -0.09 -0.32 -0.33
N 0.346947 1.058180 -1.079735 0.14 0.50 -0.18
C 0.394447 1.766080 -2.180535 0.11 0.15 0.08
H 0.203247 0.340380 -7.706635 0.04 -0.04 -0.03
H 0.276447 -0.411920 -5.359735 0.06 -0.18 0.06
H -0.672353 3.553780 -4.058535 -0.05 0.05 0.12
H -0.704053 4.315480 -6.395635 -0.01 0.06 -0.03
H -0.997653 -0.874320 -3.345935 -0.08 -0.11 -0.17
H -0.412353 -0.881620 -0.664935 -0.02 -0.19 0.11
H 0.801647 2.753380 -2.273035 0.04 0.20 -0.02
C -2.081453 -9.345920 -0.095935 0.02 0.00 0.01
C -1.158253 -8.198720 0.177465 0.00 0.12 -0.05
C -0.524953 -8.061620 1.409665 0.10 0.08 -0.07
C 0.365747 -7.024620 1.636065 0.02 -0.13 0.13
C 0.614047 -6.117220 0.625265 0.24 0.48 -0.03
C -0.013953 -6.226020 -0.599835 0.05 0.10 -0.14
C -0.900153 -7.264520 -0.821535 0.09 -0.05 0.10
S 1.746647 -4.763720 0.894765 0.04 0.19 0.38
O 2.969847 -5.252720 1.457965 -0.11 -0.06 0.16
O 1.811147 -3.975520 -0.308235 -0.24 -0.19 -0.06
N 0.940047 -3.932720 2.102165 0.50 -0.68 -0.46
C -0.263153 -3.285520 1.622665 -0.64 0.13 -0.32
C -0.960353 -2.556520 2.767565 0.34 0.40 -0.07
C -0.416653 -1.105520 2.850765 -0.11 -1.50 1.04
O 0.202647 -0.746220 3.843165 0.34 0.26 0.22
O -0.683453 -0.435620 1.820365 -0.25 1.34 -1.64
H -2.469553 -9.767020 0.827265 -0.04 -0.09 0.05
H -1.544653 -10.128620 -0.634335 -0.07 -0.07 0.00
H -2.919553 -9.025020 -0.710435 -0.07 -0.05 -0.06
H -0.725453 -8.780920 2.191165 0.00 -0.04 0.07
H 0.876347 -6.915320 2.579565 0.01 -0.02 0.16
H 0.216047 -5.491820 -1.356235 -0.06 0.04 -0.14
H -1.389053 -7.360920 -1.780735 -0.04 0.00 -0.08
H 1.567247 -3.281920 2.553065 0.43 0.08 0.15
H -0.889953 -4.079220 1.203565 -0.11 0.17 0.07
H -0.034553 -2.574620 0.818165 -0.14 -0.14 0.07
H -0.770453 -3.077320 3.704865 -0.08 0.04 0.02
H -2.032553 -2.509120 2.586565 -0.05 0.02 -0.05
Se 4.272047 0.050380 3.082865 0.89 -0.18 0.56
C 2.882147 0.222980 2.061965 -0.31 0.10 -0.19
N 1.959047 0.403880 1.369565 -0.57 -0.11 -0.32
```
Positions in Å, forces in eV/Å.

## Properties
multiplicity: 6
max |F|: 2.13 eV/Å
charge: 0
<S²>: 8.79



(3)
ORCA calculation (ωB97M-V/def2-TZVPD) on a molecular structure, C38H30MnN2S5Si at a distorted geometry.

Structure (XYZ):
```
77
Properties=species:S:1:pos:R:3:forces:R:3
Mn 0.166836 -0.749392 0.991382 0.41 -0.62 1.15
S 1.728144 0.100788 -0.381338 -0.81 0.61 -0.47
C 2.615915 1.297580 0.578100 0.02 -0.08 0.16
C 3.861872 1.736073 0.147486 -0.07 -0.02 -0.06
C 4.560239 2.665110 0.902279 0.00 -0.01 0.00
C 4.003800 3.186145 2.063002 0.04 0.04 0.01
C 2.763621 2.747243 2.499528 -0.02 0.03 0.01
C 2.093812 1.773643 1.772235 -0.15 -0.11 -0.01
S 0.599870 1.045485 2.438146 0.35 0.16 0.28
C 1.368568 0.085010 3.779562 -0.30 0.07 -0.21
C 1.831049 -1.281049 3.364059 0.15 -0.01 0.04
C 2.572846 -2.027403 4.264650 0.02 -0.04 0.01
C 2.921838 -3.326436 3.943860 -0.05 0.02 -0.08
C 2.534381 -3.826936 2.712841 -0.02 0.03 0.00
C 1.822285 -3.019226 1.841786 0.07 -0.13 0.06
C 1.457632 -3.570797 0.491116 -0.19 0.23 -0.06
S 0.202456 -2.582431 -0.380914 -0.02 -0.26 -0.08
C -1.344536 -3.415873 -0.106248 0.03 0.04 -0.08
C -1.552081 -4.730953 -0.490406 0.07 0.04 0.01
C -2.830600 -5.270458 -0.432245 -0.06 0.00 0.04
C -3.906518 -4.495650 -0.022707 -0.02 -0.05 -0.01
C -3.704768 -3.182328 0.375504 -0.02 0.07 0.01
C -2.422917 -2.653985 0.339575 0.01 0.18 0.04
S -2.170318 -0.994582 0.951991 -0.58 -0.20 -0.36
N 1.471478 -1.757068 2.158662 0.39 -0.27 0.23
H 4.280081 1.340866 -0.769481 0.02 0.03 0.02
H 5.542064 2.984781 0.580757 -0.02 0.04 -0.02
H 4.541351 3.930007 2.635108 -0.01 0.00 -0.01
H 2.327504 3.147621 3.407003 0.01 -0.01 0.00
H 0.619526 0.000132 4.569983 0.01 0.00 0.01
H 2.193937 0.681113 4.161914 0.00 -0.02 0.09
H 2.860299 -1.592626 5.212612 -0.04 0.01 0.00
H 3.472121 -3.943942 4.640778 0.04 0.03 -0.01
H 2.782653 -4.837877 2.419591 0.00 0.00 0.00
H 1.112068 -4.599638 0.568132 0.05 -0.03 -0.02
H 2.333960 -3.553311 -0.159128 0.00 -0.05 -0.01
H -0.728541 -5.331605 -0.856224 -0.01 0.02 -0.04
H -2.988869 -6.299303 -0.725989 0.00 0.01 -0.02
H -4.903367 -4.914414 -0.006206 0.01 -0.01 0.02
H -4.530439 -2.569691 0.715514 -0.01 -0.03 0.00
S -1.584753 -2.427479 4.867679 0.00 0.09 -0.29
C -1.450641 -1.862615 3.439384 -0.24 -0.12 0.23
N -1.249029 -1.416372 2.319337 0.09 0.07 0.42
C -1.637128 -1.774180 -4.386108 -0.04 -0.04 0.01
C -2.503253 -1.459838 -3.348486 -0.02 -0.05 0.04
C -2.081103 -0.618869 -2.331268 0.09 -0.10 0.09
C -0.789073 -0.085991 -2.315252 -0.01 0.37 0.12
C 0.069949 -0.424851 -3.364791 0.07 -0.02 0.10
C -0.348320 -1.260654 -4.388537 0.07 -0.04 -0.03
Si -0.252768 1.260353 -1.099424 0.34 0.55 -1.63
C 0.649060 2.676336 -1.950455 -0.12 -0.19 0.13
C -0.043599 3.873510 -2.168334 0.02 -0.06 0.14
C 0.523369 4.903687 -2.901517 0.03 0.08 -0.04
C 1.798415 4.763523 -3.427071 -0.04 0.02 0.01
C 2.504534 3.588398 -3.214941 0.08 -0.06 -0.04
C 1.934557 2.555854 -2.489586 -0.14 0.06 -0.06
C -1.822697 2.032447 -0.346481 0.37 -0.26 0.28
C -2.045629 2.567376 0.922304 -0.01 -0.01 -0.09
C -3.231620 3.220145 1.228093 0.03 0.01 0.07
C -4.222735 3.358044 0.269755 -0.02 0.00 -0.05
C -4.007979 2.864033 -1.008097 -0.03 0.04 0.00
C -2.820182 2.219130 -1.314918 0.12 -0.15 -0.07
H -1.975420 -2.403467 -5.198704 0.03 -0.02 0.01
H -3.513974 -1.848497 -3.339534 0.01 0.00 -0.03
H -2.793869 -0.339792 -1.563187 -0.05 0.00 0.01
H 1.076299 -0.021416 -3.387690 -0.03 0.01 -0.07
H 0.327602 -1.500971 -5.198673 0.00 0.02 0.00
H -1.036413 4.004265 -1.759069 0.02 0.07 -0.02
H -0.031070 5.818975 -3.061437 -0.01 -0.01 0.00
H 2.240410 5.564781 -4.004174 0.00 0.01 0.02
H 3.500211 3.474336 -3.624308 -0.01 0.00 -0.01
H 2.492903 1.639298 -2.361007 0.06 -0.02 -0.02
H -1.292145 2.510176 1.688404 0.07 -0.01 0.10
H -3.372006 3.633113 2.218664 -0.01 -0.01 -0.01
H -5.148361 3.864772 0.507966 0.01 -0.01 0.01
H -4.761266 2.983684 -1.775699 0.01 0.02 0.00
H -2.661517 1.874105 -2.329100 -0.07 0.02 0.00
```
Positions in Å, forces in eV/Å.

## Properties
multiplicity: 2
max |F|: 1.75 eV/Å
charge: +2
<S²>: 0.78



Calculated energy relative to the best compared isomer or geometry (same formula, charge and spin), 446.3; 102.6; 98.3 kJ/mol (same order as the records).